Below is a 3-piece molecular cluster, C4H14O2 overall, with properties calculated with wB97M-V/def2-TZVPD.

The geometry in ORCA input format:
```
! RIJCOSX wB97M-V def2-TZVPD def2/J DEFGRID3
* xyz -1 2
C 0.36 -0.92 -2.55
C -0.24 -1.52 -1.29
C 0.97 -1.62 -0.27
C 0.50 -1.23 1.13
H -0.32 -0.95 -3.42
H 1.29 -1.33 -2.94
H 0.41 0.16 -2.38
H -0.50 -2.57 -1.46
H -0.95 -0.87 -0.80
H 1.66 -0.83 -0.57
H 1.54 -2.55 -0.27
H 0.43 -0.15 1.23
H 1.32 -1.37 1.88
H -0.27 -1.85 1.58
H -0.05 2.24 3.92
H -0.53 3.22 4.93
O 0.27 2.71 4.72
H -1.46 2.94 -1.68
H -2.09 3.37 -0.42
O -2.34 3.12 -1.34
*
```

Computed properties:
- ΔE to the lowest compared entry with this formula, charge and spin: 11.7 kcal per mole
- M: 94.2 g mol⁻¹
- Gap between HOMO and LUMO (alpha / beta): 2.75 / 11.10 eV
- E_LUMO (alpha / beta): 0.1320 / 0.1305 hartree

Mulliken atomic charge list, values in e, 8 entries: C -1.62; C -0.33; C -0.39; C -1.81; H 0.42; H 0.35; H 0.41; H 0.31